Record 1
Below is a cluster of 2 separate species, C4H12 in total in a non-equilibrium geometry, with properties calculated with the ωB97M-V functional and the def2-TZVPD basis.

Last column: Löwdin charge in e.
Atoms and positions in Å:
1 C 2.0682 -1.0745 -0.7831  -0.188
2 C 2.3694 0.4148 -0.7144  -0.189
3 H 0.9495 -1.3225 -0.8710  0.069
4 H 2.3437 -1.6606 -1.7487  0.087
5 H 2.6121 -1.5222 0.0071  0.037
6 H 2.1942 1.0099 -1.6391  0.069
7 H 1.8747 0.9251 0.1564  0.072
8 H 3.4174 0.5599 -0.5343  0.043
9 C -1.7273 -0.2628 0.8102  -0.176
10 C -2.6955 0.8470 0.6395  -0.194
11 H -1.5582 -0.7708 -0.1238  0.059
12 H -0.8446 0.1711 1.3292  0.079
13 H -2.1208 -0.9089 1.5374  0.043
14 H -2.8488 1.1048 -0.4096  0.067
15 H -2.3820 1.7320 1.1724  0.054
16 H -3.6520 0.7578 1.1719  0.068

Results
- Energy above the lowest of the compared OMol25 structures with the same formula, charge and spin: 0.867 eV
- F_max: 0.0700 hartree/bohr
- HOMO: -11.25 eV
- Kohn-Sham gap: 12.40 eV

=====

Record 2
Below is a cluster of 2 separate species, C4H12 in total in a non-equilibrium geometry, with properties calculated with the ωB97M-V functional and the def2-TZVPD basis.

Last column: Löwdin charge in e.
Atoms and positions in Å:
1 C -2.2387 -0.1021 1.0583  -0.177
2 C -1.3196 0.1579 2.2537  -0.173
3 H -3.2091 -0.5569 1.2526  0.058
4 H -2.4336 0.8070 0.4971  0.058
5 H -1.6875 -0.8471 0.4789  0.056
6 H -1.7739 0.7577 3.0441  0.058
7 H -0.4182 0.6377 1.8870  0.056
8 H -1.0985 -0.7833 2.7631  0.061
9 C 2.3656 -0.4711 -1.4381  -0.166
10 C 1.2186 0.4325 -1.8918  -0.179
11 H 2.3895 -0.5795 -0.3512  0.057
12 H 2.0235 -1.4911 -1.6615  0.062
13 H 3.2970 -0.1967 -1.9112  0.060
14 H 1.0101 0.2506 -2.9462  0.060
15 H 1.4268 1.4960 -1.7502  0.058
16 H 0.2673 0.3232 -1.3621  0.049

Results
- Energy above the lowest of the compared OMol25 structures with the same formula, charge and spin: 0.317 eV
- F_max: 0.0423 hartree/bohr
- HOMO: -11.63 eV
- Kohn-Sham gap: 12.70 eV

=====

Record 3
Below is a cluster of 2 separate species, C4H12 in total in a non-equilibrium geometry, with properties calculated with the ωB97M-V functional and the def2-TZVPD basis.

Last column: Löwdin charge in e.
Atoms and positions in Å:
1 C 1.6986 0.1626 1.8631  -0.158
2 C 1.2360 -1.3147 1.8150  -0.170
3 H 1.6303 0.5341 2.8786  0.059
4 H 2.6957 0.2575 1.4468  0.053
5 H 1.1165 0.7883 1.1801  0.050
6 H 1.4688 -1.8378 2.7436  0.058
7 H 0.1541 -1.2998 1.7183  0.044
8 H 1.4817 -1.9192 0.9368  0.060
9 C -1.0236 1.0918 -2.1942  -0.178
10 C -1.9198 0.0998 -1.4222  -0.166
11 H -0.1287 1.2663 -1.5985  0.048
12 H -0.7930 0.6272 -3.1590  0.056
13 H -1.4630 2.0554 -2.5166  0.065
14 H -2.6852 0.6787 -0.9223  0.055
15 H -2.2427 -0.7489 -2.0460  0.062
16 H -1.2258 -0.4414 -0.7235  0.060

Results
- Energy above the lowest of the compared OMol25 structures with the same formula, charge and spin: 0.538 eV
- F_max: 0.0320 hartree/bohr
- HOMO: -11.59 eV
- Kohn-Sham gap: 12.69 eV

=====

Record 4
Below is a cluster of 2 separate species, C4H12 in total in a non-equilibrium geometry, with properties calculated with the ωB97M-V functional and the def2-TZVPD basis.

Last column: Löwdin charge in e.
Atoms and positions in Å:
1 C -1.8289 -0.6524 -1.0299  -0.167
2 C -0.9466 -2.0059 -1.1844  -0.151
3 H -2.8933 -0.9989 -0.9547  0.063
4 H -1.5003 0.0436 -0.2132  0.050
5 H -1.7489 0.1266 -1.7691  0.034
6 H -1.2367 -2.7832 -0.4772  0.037
7 H 0.1613 -1.6197 -0.8944  0.095
8 H -1.0442 -2.5189 -2.1448  0.042
9 C 1.3919 0.8527 1.7409  -0.162
10 C 1.4082 1.6564 0.4139  -0.177
11 H 2.3239 0.4505 2.1442  0.049
12 H 1.1848 1.7280 2.4408  0.081
13 H 0.7150 -0.0030 1.7322  0.051
14 H 0.5375 2.3357 0.5318  0.068
15 H 2.3423 2.1639 0.1732  0.062
16 H 1.1339 1.2246 -0.5094  0.022

Results
- Energy above the lowest of the compared OMol25 structures with the same formula, charge and spin: 1.315 eV
- F_max: 0.0688 hartree/bohr
- HOMO: -11.42 eV
- Kohn-Sham gap: 12.51 eV

=====

Record 5
Below is a cluster of 2 separate species, C4H12 in total in a non-equilibrium geometry, with properties calculated with the ωB97M-V functional and the def2-TZVPD basis.

Last column: Löwdin charge in e.
Atoms and positions in Å:
1 C -0.8616 -2.1280 1.3084  -0.160
2 C 0.4680 -2.3121 0.4981  -0.179
3 H -1.6155 -2.8813 1.1485  0.048
4 H -0.4964 -2.1173 2.3895  0.078
5 H -1.2259 -1.0910 1.1645  0.046
6 H 1.3127 -1.7460 0.8569  0.048
7 H 0.7017 -3.3893 0.5129  0.058
8 H 0.3956 -2.0867 -0.5801  0.055
9 C 0.2562 2.3058 -1.7046  -0.153
10 C 0.0339 2.2088 -0.1640  -0.160
11 H -0.5168 2.8579 -2.2055  0.054
12 H 1.2237 2.8132 -1.7637  0.057
13 H 0.4603 1.3268 -2.1025  0.049
14 H 0.9332 2.2053 0.4074  0.041
15 H -0.3740 1.1483 -0.0320  0.063
16 H -0.6950 2.8856 0.2664  0.053

Results
- Energy above the lowest of the compared OMol25 structures with the same formula, charge and spin: 0.570 eV
- F_max: 0.0651 hartree/bohr
- HOMO: -11.32 eV
- Kohn-Sham gap: 12.42 eV

=====

Record 6
Below is a cluster of 2 separate species, C4H12 in total in a non-equilibrium geometry, with properties calculated with the ωB97M-V functional and the def2-TZVPD basis.

Last column: Löwdin charge in e.
Atoms and positions in Å:
1 C -2.2515 0.1167 -1.1340  -0.212
2 C -1.4530 -0.7188 -0.2233  -0.200
3 H -2.7528 1.1480 -0.8580  0.107
4 H -1.6711 0.4634 -1.9872  0.057
5 H -3.1206 -0.4133 -1.4914  0.049
6 H -0.9772 -1.6289 -0.7080  0.098
7 H -2.0606 -1.1073 0.6541  0.089
8 H -0.7072 -0.0989 0.2692  0.021
9 C 1.7093 1.0438 0.7326  -0.178
10 C 2.0171 -0.4532 0.6385  -0.182
11 H 2.6926 1.6421 0.5948  0.096
12 H 1.0591 1.3019 -0.0232  0.017
13 H 1.3145 1.2423 1.7123  0.059
14 H 2.5653 -0.7631 -0.3056  0.081
15 H 2.6224 -0.8550 1.4940  0.072
16 H 1.0136 -0.9197 0.6349  0.027

Results
- Energy above the lowest of the compared OMol25 structures with the same formula, charge and spin: 0.748 eV
- F_max: 0.0818 hartree/bohr
- HOMO: -11.37 eV
- Kohn-Sham gap: 12.50 eV

=====

Record 7
Below is a cluster of 2 separate species, C4H12 in total in a non-equilibrium geometry, with properties calculated with the ωB97M-V functional and the def2-TZVPD basis.

Last column: Löwdin charge in e.
Atoms and positions in Å:
1 C 2.3509 -0.9012 -0.4729  -0.160
2 C 0.9244 -0.9210 -1.0039  -0.170
3 H 2.9592 -0.5698 -1.3210  0.062
4 H 2.4640 -0.1623 0.3214  0.060
5 H 2.7553 -1.8507 -0.1423  0.059
6 H 0.7015 -0.2856 -1.8497  0.064
7 H 0.6915 -1.9490 -1.3149  0.070
8 H 0.1562 -0.6947 -0.2658  0.011
9 C -1.9151 0.2092 0.6147  -0.182
10 C -1.3542 1.6134 0.8879  -0.165
11 H -2.8753 0.1610 1.1299  0.063
12 H -2.0042 0.0077 -0.4497  0.063
13 H -1.2866 -0.5671 1.0459  0.049
14 H -0.4818 1.8349 0.2702  0.053
15 H -0.9493 1.7424 1.8932  0.063
16 H -2.1366 2.3330 0.6570  0.060

Results
- Energy above the lowest of the compared OMol25 structures with the same formula, charge and spin: 0.302 eV
- F_max: 0.0335 hartree/bohr
- HOMO: -11.53 eV
- Kohn-Sham gap: 12.68 eV

=====

Record 8
Below is a cluster of 2 separate species, C4H12 in total in a non-equilibrium geometry, with properties calculated with the ωB97M-V functional and the def2-TZVPD basis.

Last column: Löwdin charge in e.
Atoms and positions in Å:
1 C -0.1225 0.4626 -2.3196  -0.157
2 C 0.6384 -0.8547 -1.9629  -0.168
3 H -0.3180 0.9042 -1.3276  0.053
4 H 0.5737 1.1097 -2.8389  0.058
5 H -1.0413 0.2798 -2.8467  0.049
6 H 1.1684 -1.2642 -2.8329  0.056
7 H 0.0915 -1.5710 -1.3644  0.055
8 H 1.5128 -0.4335 -1.4426  0.056
9 C 0.4590 0.3911 2.1517  -0.178
10 C -1.0072 -0.0130 2.1101  -0.173
11 H 1.0547 -0.3578 1.6397  0.054
12 H 0.5410 1.4305 1.8477  0.059
13 H 0.9816 0.4327 3.1208  0.062
14 H -1.1004 -1.0760 1.9237  0.055
15 H -1.4962 0.1086 3.0836  0.061
16 H -1.5871 0.5782 1.4019  0.059

Results
- Energy above the lowest of the compared OMol25 structures with the same formula, charge and spin: 0.559 eV
- F_max: 0.0469 hartree/bohr
- HOMO: -11.39 eV
- Kohn-Sham gap: 12.53 eV

=====

Record 9
Below is a cluster of 2 separate species, C4H12 in total in a non-equilibrium geometry, with properties calculated with the ωB97M-V functional and the def2-TZVPD basis.

Last column: Löwdin charge in e.
Atoms and positions in Å:
1 C 2.3848 -0.8268 -1.4487  -0.165
2 C 1.1989 -1.3417 -0.6125  -0.160
3 H 2.3254 0.2381 -1.6514  0.057
4 H 3.3367 -1.0590 -0.9685  0.058
5 H 2.4527 -1.2928 -2.4326  0.056
6 H 0.8869 -2.3492 -0.8780  0.063
7 H 0.3510 -0.6838 -0.7290  0.024
8 H 1.5586 -1.3748 0.4156  0.063
9 C -1.1293 1.0052 0.6817  -0.179
10 C -2.4993 1.1744 1.3356  -0.172
11 H -1.2094 1.0896 -0.4013  0.063
12 H -0.4777 1.8105 1.0300  0.066
13 H -0.6127 0.1192 1.0351  0.047
14 H -2.9229 2.1736 1.2888  0.060
15 H -3.2191 0.4400 0.9566  0.062
16 H -2.4247 0.8775 2.3787  0.057

Results
- Energy above the lowest of the compared OMol25 structures with the same formula, charge and spin: 0.263 eV
- F_max: 0.0230 hartree/bohr
- HOMO: -11.60 eV
- Kohn-Sham gap: 12.78 eV

=====

Record 10
Below is a cluster of 2 separate species, C4H12 in total in a non-equilibrium geometry, with properties calculated with the ωB97M-V functional and the def2-TZVPD basis.

Last column: Löwdin charge in e.
Atoms and positions in Å:
1 C -1.1669 -2.0622 -0.4075  -0.161
2 C -0.2998 -2.4625 0.7809  -0.173
3 H -1.0798 -1.0012 -0.6360  0.035
4 H -0.8352 -2.4904 -1.3530  0.063
5 H -2.2023 -2.2666 -0.1571  0.062
6 H -0.8593 -2.9600 1.5838  0.058
7 H -0.0559 -1.5451 1.3343  0.055
8 H 0.5933 -3.0685 0.6759  0.058
9 C 0.5777 2.9912 -0.0015  -0.160
10 C 0.8762 1.5258 -0.3995  -0.162
11 H -0.4604 3.2972 -0.1017  0.055
12 H 0.8746 3.2315 1.0131  0.057
13 H 1.1829 3.5727 -0.7022  0.060
14 H 1.1728 1.2586 -1.4089  0.061
15 H 1.7323 1.2909 0.2400  0.062
16 H 0.0714 0.8402 -0.1398  0.031

Results
- Energy above the lowest of the compared OMol25 structures with the same formula, charge and spin: 0.564 eV
- F_max: 0.0379 hartree/bohr
- HOMO: -11.39 eV
- Kohn-Sham gap: 12.55 eV

=====

Record 11
Below is a cluster of 2 separate species, C4H12 in total in a non-equilibrium geometry, with properties calculated with the ωB97M-V functional and the def2-TZVPD basis.

Last column: Löwdin charge in e.
Atoms and positions in Å:
1 C -1.0891 -2.0434 1.3063  -0.211
2 C 0.2681 -1.6051 1.0395  -0.198
3 H -1.1861 -2.1221 2.4177  0.075
4 H -2.0396 -1.2723 1.1089  0.118
5 H -1.3950 -2.7950 0.5853  0.053
6 H 0.3921 -0.5182 1.0361  0.049
7 H 0.5445 -2.0491 -0.0022  0.118
8 H 0.8458 -1.9504 1.7335  -0.002
9 C 1.1400 1.4544 -1.0979  -0.187
10 C -0.2339 2.1290 -1.2229  -0.186
11 H 1.8569 2.3925 -0.9225  0.093
12 H 1.1163 0.8445 -0.1355  0.052
13 H 1.4777 1.0680 -2.0514  0.052
14 H -0.5513 2.4837 -0.3167  0.021
15 H -0.7911 1.1570 -1.4010  0.076
16 H -0.3554 2.8266 -2.0773  0.075

Results
- Energy above the lowest of the compared OMol25 structures with the same formula, charge and spin: 2.053 eV
- F_max: 0.1350 hartree/bohr
- HOMO: -10.77 eV
- Kohn-Sham gap: 11.88 eV

=====

Record 12
Below is a cluster of 2 separate species, C4H12 in total in a non-equilibrium geometry, with properties calculated with the ωB97M-V functional and the def2-TZVPD basis.

Last column: Löwdin charge in e.
Atoms and positions in Å:
1 C -1.9719 0.8667 1.3555  -0.187
2 C -0.9153 1.1116 2.4352  -0.186
3 H -2.7299 0.0529 1.6682  0.083
4 H -2.5030 1.7572 0.9006  0.080
5 H -1.4456 0.2513 0.6228  0.032
6 H -1.0347 0.7648 3.4426  0.048
7 H -0.6976 2.1808 2.3554  0.055
8 H 0.1011 0.7158 2.0794  0.075
9 C 1.4104 -0.3303 -1.5088  -0.195
10 C 1.3718 -1.6359 -2.2565  -0.178
11 H 2.4023 0.0297 -1.1943  0.064
12 H 0.9143 0.5410 -1.9983  0.071
13 H 0.9033 -0.3432 -0.5267  0.046
14 H 1.6892 -1.5334 -3.3152  0.071
15 H 2.1184 -2.2687 -1.8341  0.045
16 H 0.3871 -2.1603 -2.2256  0.077

Results
- Energy above the lowest of the compared OMol25 structures with the same formula, charge and spin: 0.780 eV
- F_max: 0.0583 hartree/bohr
- HOMO: -11.31 eV
- Kohn-Sham gap: 12.40 eV